The following is a DFT calculation (ωB97M-V/def2-TZVPD) of a gas-phase ion, C26H42ClN5O6PS (charge +1).

Last column: Löwdin charge in e.
Atoms and positions in Å:
C  -4.030987  4.277941  2.078976  -0.1041
O  -4.602338  3.229801  2.819784  -0.1646
C  -4.130075  1.962035  2.435669  -0.2255
C  -4.717111  1.485057  1.095594  -0.1557
C  -3.743016  0.728678  0.195704  -0.1573
C  -2.502314  1.561812  -0.196924  -0.1359
C  -1.391066  0.628960  -0.609117  -0.1297
C  -0.661491  0.041622  0.381831  0.0155
C  0.377883  -0.882832  0.134248  -0.0906
C  1.083670  -1.443523  1.213878  -0.1534
C  0.722037  -0.982055  2.600137  -0.1028
C  -0.560616  -1.596519  3.159527  -0.7987
O  -0.903911  -1.359110  4.246881  0.1086
Cl  -1.533476  -2.668817  2.143712  0.7509
N  2.053633  -2.363704  1.007501  0.0516
P  2.774400  -2.995374  2.489450  0.5093
N  3.643031  -1.908629  3.156146  -0.1115
O  1.514051  -3.541776  3.289112  -0.0989
O  3.625272  -4.276401  2.200849  -0.1211
C  2.405241  -2.745413  -0.292244  -0.1864
C  3.525850  -3.738708  -0.470540  -0.1212
C  3.086882  -5.226614  -0.296790  -0.3650
O  2.648647  -5.717181  -1.560186  -0.0393
C  4.207149  -6.160291  0.180178  -0.2135
N  3.724760  -7.213532  1.099057  0.0160
C  1.745621  -2.213395  -1.390753  -0.3887
S  2.225651  -2.787390  -3.011981  0.8979
C  0.692293  -1.240920  -1.212079  -0.0456
C  -0.062832  -0.601253  -2.251738  -0.1759
N  0.207091  -0.892212  -3.621703  0.0358
C  -1.084634  0.301519  -1.956883  -0.0639
C  -1.888603  0.947009  -3.060960  -0.1203
C  -1.124986  2.035081  -3.827530  -0.1675
C  -1.185144  3.412815  -3.141087  -0.1493
C  0.135882  3.693837  -2.375051  -0.1597
N  -0.105056  4.363479  -1.091996  -0.1152
C  0.079142  5.820991  -1.166002  -0.0374
C  0.641486  3.789251  -0.033466  -0.5041
C  0.064064  4.001844  1.339690  0.0149
O  1.661857  3.173347  -0.192041  0.0949
H  -4.211824  4.200322  1.004327  0.0828
H  -4.497416  5.196943  2.417792  0.0944
H  -2.957628  4.364047  2.266981  0.0760
H  -4.464034  1.266046  3.199751  0.1257
H  -3.035075  1.918973  2.458814  0.1053
H  -5.540766  0.815222  1.331561  0.1145
H  -5.163923  2.304451  0.539665  0.1123
H  -3.410113  -0.191312  0.669973  0.1072
H  -4.248462  0.485005  -0.738098  0.1185
H  -2.742418  2.256585  -0.988509  0.0938
H  -2.134963  2.126470  0.652703  0.0751
H  -0.946446  0.310708  1.382141  0.1135
H  1.473413  -1.155703  3.347883  0.0817
H  0.549248  0.084616  2.598342  0.1383
H  3.313431  -1.649753  4.077198  0.0151
H  1.871939  -3.956380  4.090982  0.1229
H  4.519286  -4.158950  2.555810  0.1263
H  4.317791  -3.467666  0.220921  0.1092
H  3.983329  -3.656422  -1.442041  0.0859
H  2.222006  -5.242481  0.370918  0.1335
H  1.689821  -5.737389  -1.593713  0.0952
H  5.029873  -5.618445  0.626904  0.1042
H  4.530557  -6.697347  -0.705457  0.1222
H  3.581574  -6.805354  2.017133  0.0479
H  2.785319  -7.454457  0.797840  0.0696
H  3.426627  -2.194670  -3.093348  -0.0844
H  -0.637395  -1.118617  -4.124817  0.0932
H  0.691362  -0.135354  -4.077158  0.0887
H  -2.810351  1.327602  -2.644643  0.1025
H  -2.198706  0.157738  -3.744313  0.1175
H  -0.090170  1.764590  -4.002762  0.0958
H  -1.590601  2.119739  -4.806709  0.1153
H  -2.037676  3.507262  -2.476758  0.0954
H  -1.325935  4.154850  -3.922944  0.1086
H  0.718963  4.351164  -3.015925  0.1188
H  0.637921  2.745158  -2.236299  0.1041
H  0.337739  6.214685  -0.188417  0.0810
H  -0.841703  6.308323  -1.473860  0.0915
H  0.892959  6.091230  -1.836665  0.0936
H  -0.890811  3.498219  1.439089  0.0462
H  -0.142879  5.061775  1.469736  0.0801
H  0.783072  3.678967  2.080807  0.0882

Forces on the atoms, in the same order (eV/Å):
C -0.10 0.32 0.17
O 0.08 -0.06 -0.01
C -0.42 -0.30 -0.10
C 0.12 -0.33 0.04
C 0.16 0.76 -0.17
C 0.11 -0.72 0.09
C 0.32 -0.04 0.02
C -0.14 0.23 -0.14
C 0.24 -0.10 -0.13
C -0.12 0.39 -0.15
C -0.59 -0.49 -0.50
C 0.45 -0.12 -0.77
O -0.55 0.32 1.53
Cl 0.13 -0.08 -0.24
N -0.51 -0.44 -0.27
P 1.44 1.38 1.68
N -0.56 -0.51 -0.26
O -0.03 -0.25 -0.57
O -0.32 -0.54 -0.38
C -0.02 -0.21 -0.93
C 0.19 -0.16 0.64
C -0.06 0.68 -0.52
O -0.07 -0.19 0.08
C -0.88 -0.70 0.14
N -0.05 0.66 0.05
C 0.14 0.44 0.44
S 0.08 -0.21 -0.23
C -0.01 -0.02 -0.08
C -0.10 0.13 -0.19
N -0.23 -0.15 0.48
C 0.03 -0.03 0.26
C 0.57 -0.76 0.02
C -0.98 0.50 -0.01
C 0.73 -0.13 -0.24
C -1.25 0.50 -0.39
N 0.73 -0.51 -0.07
C -0.50 0.03 0.39
C -0.22 0.50 0.28
C 0.17 0.54 -0.20
O 0.23 -0.76 -0.24
H 0.05 -0.15 -0.11
H -0.07 0.09 0.06
H 0.15 -0.10 -0.04
H -0.01 0.04 0.24
H 0.15 0.20 -0.12
H -0.17 -0.03 -0.08
H 0.08 0.29 0.03
H -0.04 -0.19 0.07
H -0.13 -0.40 0.03
H -0.07 0.27 0.06
H -0.09 0.16 0.06
H 0.07 -0.01 0.26
H 0.16 0.05 0.03
H 0.09 0.27 -0.09
H 0.38 0.31 0.08
H -0.40 -0.16 0.10
H 0.08 0.17 -0.06
H 0.08 -0.11 0.09
H -0.18 0.12 -0.31
H 0.17 -0.18 0.37
H -0.04 0.05 -0.09
H 0.23 -0.04 0.03
H 0.40 0.24 -0.20
H 0.09 -0.05 0.07
H 0.09 -0.40 -0.10
H 0.01 0.02 0.26
H -0.04 0.14 -0.15
H 0.09 -0.04 -0.19
H -0.15 0.24 -0.07
H 0.03 -0.05 -0.17
H 0.17 -0.10 -0.01
H -0.01 -0.05 -0.15
H -0.10 -0.09 0.13
H -0.01 0.22 0.03
H 0.53 -0.21 -0.02
H 0.33 0.06 0.29
H -0.04 0.07 0.11
H -0.03 0.08 -0.20
H 0.07 -0.06 -0.16
H -0.05 -0.17 0.02
H -0.08 0.07 0.20
H -0.01 -0.10 0.17

SMILES: COCCCCc1cc2c(CC(=O)Cl)[n+](P(=N)(O)O)c(C[C@@H](O)CN)c(S)c2c(N)c1CCCCN(C)C(C)=O
HOMO level, eV: -11.2
E, Ha: -2940.65893
Molar mass, g/mol: 619.14
Total charge: +1
HOMO-LUMO gap, eV: 6.8

***

The following is a DFT calculation (ωB97M-V/def2-TZVPD) of a single C2H5N3O2S molecule.

Last column: Löwdin charge in e.
Atoms and positions in Å:
O  2.882217  -0.563878  0.070073  -0.0514
N  2.084046  0.602249  0.015744  -0.0233
C  0.755134  0.282548  0.080559  -0.5293
N  0.364383  -0.918173  -0.116043  -0.2695
S  -1.300465  -1.284031  -0.002030  0.8794
C  -2.084007  0.390733  0.159473  -0.4915
O  -1.299752  1.337479  -0.430793  -0.1414
N  -0.098447  1.340545  0.318862  0.0518
H  2.285529  -1.248807  -0.298562  0.0718
H  2.365439  1.179392  -0.839230  0.1741
H  -3.065403  0.290729  -0.345049  0.0956
H  -2.209319  0.650490  1.211726  0.0837
H  0.294828  2.271849  0.219230  0.1501

Forces on the atoms, in the same order (eV/Å):
O -0.20 0.41 -0.32
N 1.83 0.81 -0.82
C -1.34 -0.65 -1.16
N -0.50 0.36 0.33
S 0.16 0.08 0.04
C -1.17 -1.57 0.71
O 0.94 0.54 -0.85
N 0.23 1.26 0.26
H 0.21 -0.03 0.09
H -0.67 -1.11 1.49
H 0.62 0.37 0.12
H -0.17 -0.20 0.01
H 0.06 -0.27 0.09

SMILES: ONC1=NSCON1
HOMO level, eV: -8.3
E, Ha: -792.00086
Energy above the lowest of the compared OMol25 structures with the same formula, charge and spin, kcal/mol: 103.13
Molar mass, g/mol: 135.15
HOMO-LUMO gap, eV: 9.0

***

The following is a DFT calculation (ωB97M-V/def2-TZVPD) of a molecular structure, C10H22ClIO3PSn.

Last column: Löwdin charge in e.
Atoms and positions in Å:
C  -0.214350  -2.328863  -0.821091  0.0438
C  1.030370  -1.525443  -0.652890  0.0411
H  0.079519  -3.440143  -0.972279  0.1867
H  -0.753867  -1.989094  -1.739360  0.0775
H  -1.004064  -2.268826  0.007008  0.1450
O  1.981039  -1.287895  0.002656  0.0283
I  2.086389  1.350613  1.009765  1.1928
Sn  -2.804157  0.880824  -0.189219  0.9599
P  -0.464153  0.762895  -2.485082  0.6707
C  1.310866  1.134101  -2.794295  -0.2924
C  -0.698056  -0.304798  -3.973402  -0.2708
H  -2.174300  2.465596  -2.834092  0.0221
H  -1.210437  2.221738  -4.325658  0.0750
H  -0.532298  3.150810  -2.962383  0.0587
C  -1.159588  2.304223  -3.228174  -0.2593
H  -1.765132  -0.683210  -3.953679  0.0788
H  -0.552968  0.280250  -4.871889  0.0571
H  1.500795  1.328754  -3.856882  0.0836
H  1.928376  0.298807  -2.461644  0.0096
H  -0.035201  -1.158268  -3.936164  0.0401
H  1.572828  2.007177  -2.197827  0.0220
C  3.774570  0.001666  -0.025535  -0.1983
O  4.475399  -0.882305  -0.176667  0.2588
Cl  -5.063765  0.104855  -0.270302  -0.0351
C  -1.695574  0.646376  3.568311  -0.0538
C  -0.297527  0.077976  3.452716  -0.2683
O  -0.183829  -0.915734  2.403800  -0.2647
C  0.113474  -2.235834  2.847013  -0.2702
C  1.583994  -2.491607  3.010603  -0.0493
H  -2.050172  1.079403  2.608113  -0.0010
H  -1.653899  1.476678  4.321140  0.1212
H  -2.392315  -0.086527  3.946189  0.0939
H  0.423592  0.865486  3.143898  0.0384
H  0.008271  -0.331300  4.417971  0.1393
H  -0.395135  -2.408090  3.830546  0.1517
H  -0.331094  -2.903245  2.105901  0.1062
H  2.013154  -1.842586  3.790929  0.1006
H  1.746531  -3.532160  3.314688  0.1085
H  2.131113  -2.321302  2.070467  0.0519

Forces on the atoms, in the same order (eV/Å):
C -0.87 -0.79 -1.70
C 2.68 -0.96 5.59
H -0.03 1.62 0.28
H 0.61 -0.44 0.49
H 1.76 0.42 -0.38
O -6.03 -2.06 -4.86
I 2.13 -0.28 -0.44
Sn -2.04 -0.18 0.34
P 0.66 0.31 -2.11
C 0.01 0.09 0.63
C -1.90 -0.80 1.10
H 0.15 0.27 -0.34
H 0.01 -0.02 0.49
H -0.09 0.17 0.09
C -0.59 -0.05 0.55
H 1.11 0.28 -0.31
H 0.18 0.00 -0.14
H -0.10 -0.04 0.25
H 0.24 -0.08 -0.17
H 0.19 -0.28 -0.22
H 0.23 0.10 -0.13
C 1.40 -0.77 1.09
O -1.60 3.02 0.11
Cl 1.87 0.47 -0.10
C 0.48 1.11 0.38
C -0.03 -0.35 -0.88
O -0.27 0.71 0.00
C -0.59 -0.29 1.09
C 0.51 0.04 0.17
H 0.11 -0.21 0.44
H -0.19 -0.59 -0.69
H -0.26 -0.26 -0.07
H -0.07 0.14 0.36
H 0.23 0.03 -0.13
H 0.22 -0.06 -0.86
H -0.04 -0.14 0.13
H -0.08 -0.23 -0.27
H 0.04 0.21 -0.06
H -0.04 -0.11 0.28

HOMO level, eV: -19.0
E, Ha: -1932.18593
Energy above the lowest of the compared OMol25 structures with the same formula, charge and spin, kcal/mol: 0.00
Molar mass, g/mol: 502.32
Total charge: +3
HOMO-LUMO gap, eV: 4.9

***

The following is a DFT calculation (ωB97M-V/def2-TZVPD) of a single C4H3NS2 molecule.

Last column: Löwdin charge in e.
Atoms and positions in Å:
C  1.309232  -1.778558  -0.076191  -0.1594
C  0.878009  -0.336282  -0.002575  -0.8090
S  1.933707  0.900641  0.045857  0.8210
C  -0.602849  -0.027396  -0.034209  -0.8256
S  -1.671320  -1.192590  0.049955  0.9076
C  -1.097657  1.294493  -0.027400  -0.3328
N  -1.645190  2.311826  -0.055004  0.1943
H  2.344910  -1.801497  -0.323318  0.0560
H  0.833645  -2.329085  -0.851249  0.0599
H  1.219181  -2.294563  0.868853  0.0879

Forces on the atoms, in the same order (eV/Å):
C 0.33 0.75 0.28
C 0.02 0.73 -0.39
S -0.39 -0.37 0.07
C 1.61 -0.75 0.43
S -1.23 -1.27 -0.02
C -0.46 1.86 -0.23
N 0.50 -0.62 0.07
H 0.91 0.19 -0.05
H -0.88 -0.42 -0.46
H -0.42 -0.11 0.29

SMILES: CC(=S)C(=S)C#N
HOMO level, eV: -9.4
E, Ha: -1005.28499
Energy above the lowest of the compared OMol25 structures with the same formula, charge and spin, kcal/mol: 13.06
Molar mass, g/mol: 129.21
HOMO-LUMO gap, eV: 6.9

***

> The highest HOMO-LUMO gap belongs to which entry?

C2H5N3O2S

***

> The lowest HOMO level belongs to which entry?

C10H22ClIO3PSn